Version w
DFT (ωB97M-V/def2-TZVPD) results for one molecule with the formula C4H5NO2.

Orbital gap: 0.4030 Ha
Charge: 0
Highest occupied orbital energy: -0.3774 Eh

CARTESIAN COORDINATES (ANGSTROEM)
O  0.0956  -1.0195  2.6350
C  0.2148  -0.1857  1.7674
C  0.2991  -0.5098  0.2560
C  -1.0127  -0.0395  -0.2773
N  -0.5966  0.3568  -1.9205
C  0.6312  0.5919  -1.7878
O  1.2474  0.3003  -0.3917
H  0.3007  0.9049  1.9632
H  0.4536  -1.5983  0.1381
H  -1.8327  -0.7534  -0.0673
H  -1.2592  0.9641  0.0860
H  1.4588  0.9881  -2.4011

=====

Version x
DFT (ωB97M-V/def2-TZVPD) results for one molecule with the formula C4H5NO2.

Orbital gap: 0.3754 Ha
Charge: 0
Highest occupied orbital energy: -0.3690 Eh

CARTESIAN COORDINATES (ANGSTROEM)
O  1.5692  1.2403  -0.2105
C  1.2288  0.1362  -0.5448
C  0.4427  -0.8944  1.2076
O  1.3267  -1.6689  1.2135
N  -0.5527  -0.2215  1.4369
C  -0.5131  -0.1128  -0.8333
C  -1.0951  0.6096  0.3715
H  1.9964  -0.6058  -0.8483
H  -1.0290  -1.1052  -0.8930
H  -0.4845  0.3354  -1.8118
H  -0.7018  1.6290  0.4241
H  -2.1875  0.6582  0.4879

=====

Version y
DFT (ωB97M-V/def2-TZVPD) results for one molecule with the formula C4H5NO2.

Orbital gap: 0.3477 Ha
Charge: 0
Highest occupied orbital energy: -0.3305 Eh

CARTESIAN COORDINATES (ANGSTROEM)
O  -1.4420  -0.6513  2.0633
C  -0.6605  -0.4614  1.1479
N  -0.0094  0.7295  0.9495
C  0.3608  1.0163  -0.4067
C  0.6481  -0.3025  -1.0715
O  1.0399  -1.4225  -0.4048
C  -0.3354  -1.3425  -0.0296
H  -0.3237  1.4768  1.5424
H  1.1085  1.8131  -0.4566
H  -0.4947  1.3529  -1.0252
H  1.2045  -0.1206  -2.0359
H  -1.0962  -2.0878  -0.2729

=====

Version z
DFT (ωB97M-V/def2-TZVPD) results for one molecule with the formula C4H5NO2.

Orbital gap: 0.3073 Ha
Charge: 0
Highest occupied orbital energy: -0.2832 Eh

CARTESIAN COORDINATES (ANGSTROEM)
O  -1.2720  -2.6405  -0.1744
C  -0.4401  -1.1290  -0.0140
N  -0.2971  -0.1937  -0.9690
C  0.7564  0.7768  -0.7414
C  0.5000  1.5927  0.5181
O  -0.5385  1.5310  1.1289
C  -0.7905  -1.9615  0.8959
H  -1.1843  0.2502  -1.1958
H  0.8102  1.4664  -1.5944
H  1.7290  0.2765  -0.6718
H  1.3235  2.2561  0.8499
H  -0.6658  -2.2750  1.9303

=====

From most stable to least stable, the computed energies give version x, version w, version y, version z.

=====

Version w
DFT (ωB97M-V/def2-TZVPD) results for one molecule with the formula C4H5NO2.

Orbital gap: 0.3975 Ha
Charge: 0
Highest occupied orbital energy: -0.3742 Eh

CARTESIAN COORDINATES (ANGSTROEM)
O  1.4063  -1.8893  -1.2223
C  1.4719  -0.7517  -0.8279
C  0.2548  0.0705  -0.4741
C  -0.9603  -0.5994  0.1415
N  -1.5581  0.5451  0.8597
C  -0.5860  1.3304  1.0726
O  0.6227  1.0461  0.5173
H  2.4431  -0.2349  -0.6845
H  -0.1623  0.6525  -1.3119
H  -1.6148  -1.0345  -0.6158
H  -0.7141  -1.3722  0.8799
H  -0.6032  2.2375  1.6657

=====

Version x
DFT (ωB97M-V/def2-TZVPD) results for one molecule with the formula C4H5NO2.

Orbital gap: 0.3372 Ha
Charge: 0
Highest occupied orbital energy: -0.3156 Eh

CARTESIAN COORDINATES (ANGSTROEM)
C  0.4032  -1.3971  0.0331
C  1.2114  -0.0877  0.1243
C  -0.9942  -0.8562  0.2551
C  -0.9505  0.6083  -0.2558
N  0.4604  0.7524  -0.7005
O  0.9934  -0.4683  -1.2622
O  2.3096  0.4346  0.6331
H  -1.7297  -1.5940  -0.1730
H  -1.1585  -0.9516  1.3074
H  -1.7761  0.7610  -1.0491
H  -1.0699  1.4083  0.4944
H  2.3009  1.3902  0.5931

=====

From most stable to least stable, the computed energies give version w, version x.

=====

Version w
DFT (ωB97M-V/def2-TZVPD) results for C4H5NO2 as an isolated structure.

Orbital gap: 0.3574 Ha
Charge: 0
Highest occupied orbital energy: -0.3268 Eh

CARTESIAN COORDINATES (ANGSTROEM)
O  1.0065  1.9327  1.2877
C  0.6110  0.9574  0.7289
N  1.3124  -0.0640  0.0899
C  0.4075  -1.0565  -0.4674
C  -0.9478  -0.4672  -0.1097
O  -0.7073  0.3098  1.1087
C  -1.0571  0.9700  -0.3457
H  2.0421  0.2979  -0.5076
H  0.5606  -2.0315  0.0089
H  0.5088  -1.1593  -1.5535
H  -1.7972  -1.1337  0.0150
H  -2.0716  1.3567  -0.2167

=====

Version x
DFT (ωB97M-V/def2-TZVPD) results for one molecule with the formula C4H5NO2.

Orbital gap: 0.3559 Ha
Charge: 0
Highest occupied orbital energy: -0.3678 Eh

CARTESIAN COORDINATES (ANGSTROEM)
O  1.8098  1.3335  1.4294
C  2.0232  0.4905  0.5990
C  0.9524  -0.4394  0.0209
O  1.2900  -1.3297  -0.7289
N  -0.3352  -0.2191  0.4914
C  -1.4499  -0.7740  -0.2401
C  -1.2159  0.6941  -0.2290
H  3.0267  0.2844  0.1784
H  -2.2330  -1.1912  0.3872
H  -1.2172  -1.3313  -1.1438
H  -0.8264  1.1298  -1.1479
H  -1.8245  1.3524  0.3835

=====

From most stable to least stable, the computed energies give version x, version w.

=====

Version w
DFT (ωB97M-V/def2-TZVPD) results for one molecule with the formula C4H5NO2.

Orbital gap: 0.3569 Ha
Charge: 0
Highest occupied orbital energy: -0.3351 Eh

CARTESIAN COORDINATES (ANGSTROEM)
O  -2.4396  0.2806  0.1092
C  -1.5033  -0.6453  0.1829
C  -0.3079  -0.0609  -0.5129
C  0.5274  0.7478  0.5269
N  1.8647  0.1628  0.4644
C  1.7716  -0.8251  -0.3197
O  0.5935  -1.1028  -0.9206
H  -3.2073  -0.0378  0.6069
H  -0.5618  0.5355  -1.3983
H  0.5505  1.8142  0.2923
H  0.1323  0.6337  1.5430
H  2.5797  -1.5027  -0.5741

=====

Version x
DFT (ωB97M-V/def2-TZVPD) results for C4H5NO2 as an isolated structure.

Orbital gap: 0.3525 Ha
Charge: 0
Highest occupied orbital energy: -0.4062 Eh

CARTESIAN COORDINATES (ANGSTROEM)
C  0.2703  -0.3133  1.2637
C  -0.1690  -0.3524  -0.2188
C  0.2555  0.8384  -0.8984
C  -1.6181  -0.0856  -0.0633
H  1.3691  -0.5315  1.2390
H  0.0136  -1.2201  2.1300
H  0.2387  0.8483  1.5635
H  1.2917  -0.7591  -1.3002
H  0.2690  0.4798  -2.1479
N  -2.7214  0.5273  -0.2598
O  0.2061  -1.3790  -1.0600
O  0.5946  1.9474  -0.2478

=====

Version y
DFT (ωB97M-V/def2-TZVPD) results for one molecule with the formula C4H5NO2.

Orbital gap: 0.4218 Ha
Charge: 0
Highest occupied orbital energy: -0.3910 Eh

CARTESIAN COORDINATES (ANGSTROEM)
O  -1.0284  2.3493  -0.3323
C  -0.4675  1.3074  -0.1653
C  -0.9824  -0.0019  0.3527
C  -0.2447  -1.1267  -0.3614
N  1.1125  -1.0346  0.1795
C  1.5767  0.1375  0.1000
O  0.9076  1.2309  -0.4104
H  -0.4918  -0.1377  1.3267
H  -2.0695  -0.0432  0.4233
H  -0.1855  -1.0194  -1.4519
H  -0.6880  -2.0944  -0.1276
H  2.5693  0.3912  0.4611

=====

Version z
DFT (ωB97M-V/def2-TZVPD) results for one molecule with the formula C4H5NO2.

Orbital gap: 0.3615 Ha
Charge: 0
Highest occupied orbital energy: -0.3544 Eh

CARTESIAN COORDINATES (ANGSTROEM)
O  -0.7235  0.8704  -1.6251
C  -0.5483  -0.3622  -1.4033
C  -0.5971  -0.7775  0.0200
O  -1.7386  -1.3038  -0.0991
N  0.3321  -0.8852  1.0374
C  -0.1115  0.6290  0.8721
C  1.2908  0.1726  0.7762
H  -0.5578  -1.0664  -2.2269
H  -0.5349  1.0029  1.7994
H  -0.5539  1.1888  -0.5662
H  1.7808  0.2058  -0.2007
H  1.9619  0.3256  1.6161

=====

From most stable to least stable, the computed energies give version y, version w, version z, version x.

=====

Version w
DFT (ωB97M-V/def2-TZVPD) results for C4H5NO2 as an isolated structure.

Orbital gap: 0.4079 Ha
Charge: 0
Highest occupied orbital energy: -0.3729 Eh

CARTESIAN COORDINATES (ANGSTROEM)
O  1.5105  -1.2783  0.2479
C  0.9299  -0.5369  -0.7764
C  0.6468  0.6456  0.1489
C  -0.8507  0.9435  0.1653
N  0.3797  -0.4504  1.1322
C  -0.8843  -0.6239  0.3389
O  -0.4130  -1.0699  -0.9124
H  1.4103  -0.5089  -1.7561
H  1.4519  1.3166  0.4463
H  -1.3647  1.1801  -0.7593
H  -1.1131  1.6238  0.9898
H  -1.7032  -1.2412  0.7350

=====

Version x
DFT (ωB97M-V/def2-TZVPD) results for one molecule with the formula C4H5NO2.

Orbital gap: 0.3814 Ha
Charge: 0
Highest occupied orbital energy: -0.3495 Eh

CARTESIAN COORDINATES (ANGSTROEM)
C  2.1049  -1.4942  0.0781
C  1.7084  -0.3726  -0.1040
C  -1.3021  0.3348  0.4509
C  1.2222  0.9787  -0.1353
N  -1.9340  -0.3345  -0.4439
O  -0.0752  0.9505  0.6089
O  -3.2204  -0.7573  -0.0168
H  2.1851  -2.5164  0.3160
H  -1.8652  0.4047  1.5140
H  1.0918  1.4637  -1.0329
H  1.6884  1.7213  0.6390
H  -3.1607  -1.6125  -0.3685

=====

Version y
DFT (ωB97M-V/def2-TZVPD) results for C4H5NO2 as an isolated structure.

Orbital gap: 0.3638 Ha
Charge: 0
Highest occupied orbital energy: -0.3409 Eh

CARTESIAN COORDINATES (ANGSTROEM)
O  2.2001  -1.0893  0.0149
C  1.4068  -0.6239  -0.7528
C  0.5221  0.7352  0.0691
C  -0.8482  1.3912  0.4364
N  -0.5391  0.0087  0.7215
C  -0.9099  -1.1232  0.0888
O  -0.1420  -1.7308  -0.6583
H  1.4535  -0.7286  -1.8472
H  1.2787  1.0976  0.7619
H  -1.6482  1.6678  -0.2496
H  -0.9043  1.9559  1.3823
H  -1.8874  -1.5477  0.3015

=====

Version z
DFT (ωB97M-V/def2-TZVPD) results for one molecule with the formula C4H5NO2.

Orbital gap: 0.3350 Ha
Charge: 0
Highest occupied orbital energy: -0.3131 Eh

CARTESIAN COORDINATES (ANGSTROEM)
N  -2.4015  -0.2811  -0.2590
C  -1.2043  0.1035  -0.2079
C  -0.0309  -0.8428  -0.2394
C  1.0847  0.0660  0.1963
O  2.3775  -0.3024  0.3876
C  0.6176  1.3121  0.2468
O  -0.7524  1.3889  -0.0354
H  -3.0664  0.4825  -0.1703
H  -0.2968  -1.6853  0.4020
H  0.1393  -1.2326  -1.2506
H  2.4202  -1.2606  0.4860
H  1.1129  2.2518  0.4437

=====

From most stable to least stable, the computed energies give version z, version y, version w, version x.